107
Properties=species:S:1:pos:R:3:forces:R:3:lowdin_charge:R:1 method="wB97M-V/def2-TZVPD" total_charge=+3 orbital_gap_ev=9.34 lumo_energy_ev=-7.18 de_lowest_ev=0.000
C -0.819 -1.486 -3.982 0.47 1.08 -0.25 0.0304
C 0.360 -2.244 -3.471 -1.25 0.44 -0.46 -0.4107
O 1.434 -2.298 -3.949 0.76 -0.19 0.33 0.1847
N 0.007 -3.081 -2.274 0.32 -0.78 0.48 0.0936
H -0.575 -2.531 -1.626 0.20 0.11 0.10 0.1079
H -0.655 -3.802 -2.594 -0.02 0.00 -0.01 0.1766
C 1.214 -3.765 -1.594 -1.57 0.86 -0.86 0.0571
H -1.223 -0.764 -3.270 -0.18 -0.59 0.49 0.0855
H -1.594 -2.168 -4.329 -0.13 0.09 0.04 0.0992
H -0.475 -0.815 -4.770 0.04 -0.54 -0.42 0.1010
H 1.534 -4.490 -2.332 0.46 -0.10 0.30 0.1095
H 0.798 -4.194 -0.691 0.34 -0.19 0.06 0.0904
H 1.911 -2.956 -1.412 0.30 -0.29 0.15 0.0975
C -6.199 2.264 -3.168 -0.22 -0.96 0.37 0.0500
C -5.027 1.406 -2.825 -0.34 0.21 -0.15 -0.3987
O -3.945 1.456 -3.287 0.41 -0.09 -0.06 0.1879
N -5.209 0.401 -1.703 0.65 -0.97 1.39 0.0967
H -6.105 0.346 -1.218 -0.28 0.34 -0.56 0.1808
H -5.020 -0.549 -2.043 -0.19 -0.33 -0.66 0.1040
C -4.153 0.588 -0.624 -0.62 1.24 -0.31 0.0080
H -5.870 3.289 -3.018 -0.32 0.13 -0.29 0.1108
H -7.063 1.994 -2.561 0.01 0.36 0.15 0.0920
H -6.497 2.032 -4.191 0.26 0.40 -0.15 0.1197
H -4.413 0.005 0.252 0.17 -0.46 -0.28 0.1010
H -4.248 1.641 -0.347 0.35 -0.03 0.06 0.0990
H -3.191 0.381 -1.074 0.04 -0.19 0.27 0.0718
C -3.579 -4.793 2.464 0.55 -0.90 -0.19 0.0477
C -2.224 -4.577 3.088 -0.89 -0.71 -0.52 -0.4007
O -1.374 -5.365 3.296 0.31 -0.10 0.14 0.2062
N -1.918 -3.151 3.431 0.07 1.46 0.34 0.0732
H -1.468 -2.659 2.634 0.25 -0.56 0.20 0.1216
H -2.765 -2.578 3.474 -0.23 -0.42 0.35 0.1679
C -1.090 -2.982 4.688 -0.39 -0.53 -0.04 0.0366
H -3.556 -4.398 1.444 -0.33 0.53 0.16 0.0969
H -4.416 -4.479 3.084 0.08 0.54 -0.15 0.1040
H -3.717 -5.864 2.312 0.23 -0.03 0.19 0.1100
H -0.074 -3.280 4.465 0.06 0.24 0.04 0.0869
H -1.483 -3.651 5.450 -0.05 -0.11 -0.11 0.1134
H -1.201 -1.972 5.070 0.24 0.14 -0.34 0.1015
C 1.978 0.261 4.826 -0.82 0.08 -0.82 0.0326
C 2.460 -1.139 4.665 0.56 0.55 0.29 -0.3984
O 2.053 -2.125 5.171 -0.51 -0.45 -0.19 0.1657
N 3.789 -1.229 3.929 0.28 -0.15 0.95 0.0865
H 3.928 -0.468 3.240 -0.10 -0.09 -0.19 0.1024
H 4.388 -1.047 4.742 0.57 0.29 -0.47 0.1928
C 4.142 -2.603 3.419 -0.55 0.49 -0.01 0.0318
H 1.613 0.590 3.847 0.43 0.09 -0.15 0.0753
H 2.759 0.948 5.147 0.05 -0.06 0.04 0.1142
H 1.092 0.304 5.455 0.32 -0.20 0.44 0.0957
H 4.181 -3.243 4.294 -0.15 -0.27 -0.24 0.1055
H 5.087 -2.582 2.889 0.02 0.26 0.14 0.0980
H 3.341 -2.838 2.723 0.10 -0.45 0.08 0.1053
C -2.375 5.386 5.366 -1.03 -0.91 -0.39 0.0423
C -1.386 4.773 4.465 1.19 0.93 0.47 -0.4164
O -0.240 4.619 4.688 0.22 -0.45 -0.33 0.2063
N -1.892 4.314 3.097 -0.48 -0.55 -0.55 0.0947
H -2.912 4.302 3.169 0.00 -0.39 -0.23 0.1716
H -1.693 4.996 2.360 0.23 0.28 0.27 0.1919
C -1.284 2.979 2.664 0.47 0.68 0.46 0.0317
H -1.860 5.759 6.244 -0.16 0.30 -0.06 0.1192
H -3.048 4.564 5.653 0.06 0.08 0.31 0.1191
H -3.049 6.070 4.846 0.31 0.41 0.18 0.1124
H -1.294 2.340 3.541 -0.42 -0.33 -0.24 0.1053
H -0.230 3.150 2.448 -0.11 0.21 -0.07 0.1116
H -1.771 2.612 1.769 -0.22 -0.15 0.21 0.0835
C 4.036 2.558 -2.516 -0.95 -0.60 -0.01 0.0190
N 3.214 2.023 -3.678 -0.40 1.22 -0.23 -0.3622
C 2.625 0.706 -3.220 0.42 0.91 -1.03 0.0173
C 2.143 3.043 -4.005 1.18 -0.07 0.74 0.0311
C 4.107 1.807 -4.894 1.05 -0.68 1.14 -0.0804
C 4.750 3.055 -5.457 -1.26 1.46 -0.05 -0.2052
O 3.869 3.541 -6.483 0.53 0.07 0.32 -0.0571
H 4.424 3.565 -2.633 -0.08 -0.07 -0.47 0.1093
H 4.831 1.838 -2.351 0.01 0.10 0.35 0.1091
H 3.296 2.557 -1.719 0.53 0.01 0.49 0.1026
H 3.531 0.147 -3.000 -0.57 -0.80 0.09 0.1141
H 2.009 0.369 -4.053 0.42 -0.53 -0.05 0.0961
H 1.955 0.818 -2.372 0.40 0.30 0.29 0.0991
H 1.600 2.812 -4.915 0.03 -0.19 0.04 0.1166
H 2.746 3.940 -4.119 -0.64 0.34 -0.27 0.0958
H 1.527 3.130 -3.113 -0.24 0.03 -0.18 0.1065
H 3.534 1.231 -5.616 0.11 0.15 -0.22 0.1472
H 4.905 1.200 -4.458 -0.06 -0.34 -0.41 0.1385
H 5.789 3.003 -5.789 -0.17 -0.85 -0.19 0.1405
H 4.786 3.850 -4.697 0.11 -0.36 0.25 0.1112
H 4.094 4.475 -6.582 -0.20 -0.09 -0.45 0.1052
P -4.150 -3.055 -2.259 -0.23 -1.66 -0.12 0.1884
F -5.361 -2.261 -3.006 -0.25 0.12 0.34 -0.1520
F -5.099 -4.329 -2.127 0.53 0.41 0.71 -0.1065
F -3.563 -3.654 -3.624 0.12 0.46 -0.19 -0.1303
F -2.868 -3.760 -1.464 -0.21 0.25 -0.41 -0.1940
F -3.317 -1.687 -2.498 0.93 0.48 0.34 -0.1856
F -4.568 -2.485 -0.780 -0.61 0.28 -0.35 -0.1748
P -0.435 -0.881 0.747 1.18 1.72 -1.24 0.2208
F 0.559 -0.578 1.967 -0.12 0.34 -0.01 -0.1338
F -1.640 -1.090 1.846 0.05 0.20 -0.23 -0.1721
F -0.811 0.717 0.544 -0.61 -0.67 1.08 -0.1760
F -1.491 -1.260 -0.411 0.08 -0.06 -0.13 -0.1576
F 0.727 -0.556 -0.357 -0.17 -1.03 0.23 -0.1540
F 0.014 -2.433 0.817 -0.44 -0.12 0.22 -0.1397
P 4.968 0.879 1.232 -0.69 0.40 0.10 0.1952
F 5.467 1.195 2.734 0.49 -0.02 -0.02 -0.1479
F 5.210 -0.712 1.608 0.55 0.36 -0.99 -0.1795
F 3.447 0.634 1.854 -0.65 -0.05 0.60 -0.2193
F 4.299 0.492 -0.202 0.30 -0.04 0.00 -0.1741
F 4.585 2.435 1.083 -0.08 -0.08 -0.56 -0.1500
F 6.365 1.117 0.511 -0.21 -0.60 0.78 -0.1028